Record 1
69
Properties=species:S:1:pos:R:3:nbo_charge:R:1 method="wB97M-V/def2-TZVPD" total_charge=+1 homo_energy_ha=-0.4058 gap_ev=2.15 e_above_lowest_kcal_mol=0.00 spin_multiplicity=1
Al -0.5591 0.1855 1.2088 1.397
N 1.4768 1.0340 -0.6079 -1.220
S 2.8692 1.6989 -0.2721 2.476
O 3.0391 2.9963 -0.8298 -0.875
O 4.0128 0.8378 -0.2648 -0.926
F 2.6041 1.8980 1.2827 -0.497
S 1.6095 0.9027 -2.2668 2.454
O 2.7318 0.1686 -2.7318 -0.867
O 0.9865 1.9472 -2.9941 -0.877
F 0.4869 -0.2496 -2.3601 -0.533
F -0.2483 1.1458 3.7463 -0.590
O 1.6809 -1.4379 2.0595 -1.071
P 2.8731 -2.3065 1.9440 2.431
N 2.5720 -3.8725 2.3754 -0.802
C 3.3892 -4.9794 1.8535 -0.399
C 1.7537 -4.1573 3.5554 -0.410
N 4.0661 -1.7798 3.0118 -0.663
C 4.8872 -2.6771 3.7956 -0.420
C 4.6078 -0.4384 2.7518 -0.438
N 3.5811 -2.2885 0.4478 -0.738
C 4.9726 -2.5190 0.1707 -0.415
C 2.6437 -2.2890 -0.6723 -0.415
H 4.4337 -4.8252 2.1395 0.188
H 3.3387 -4.8880 0.7664 0.210
H 3.0544 -5.9618 2.1648 0.228
H 2.1120 -3.6177 4.4367 0.201
H 1.7622 -5.2103 3.8257 0.220
H 0.7230 -3.8762 3.3406 0.219
H 5.5671 -3.2168 3.1267 0.201
H 5.4938 -2.1587 4.5369 0.235
H 4.3172 -3.3979 4.3809 0.225
H 5.6958 -0.4928 2.7555 0.214
H 4.2594 -0.0656 1.7901 0.254
H 4.2267 0.2658 3.4960 0.239
H 5.5565 -1.6891 -0.2559 0.236
H 5.4544 -2.8347 1.0913 0.200
H 5.1275 -3.1801 -0.6897 0.221
H 2.0597 -3.2155 -0.5726 0.194
H 3.1350 -2.3753 -1.6370 0.240
H 1.9659 -1.4412 -0.6733 0.231
O -2.6682 1.2763 -0.4417 -1.137
P -3.7432 1.9276 -1.2176 2.445
N -5.0680 0.9659 -1.4985 -0.757
C -4.8333 -0.3643 -2.0993 -0.421
C -6.4019 1.5027 -1.8051 -0.412
N -3.2933 2.5041 -2.7094 -0.726
C -4.0554 3.5302 -3.3922 -0.425
C -2.1449 2.0087 -3.4552 -0.427
N -4.3069 3.3043 -0.4719 -0.785
C -5.3297 3.2711 0.5654 -0.417
C -3.3822 4.4183 -0.3495 -0.425
H -4.9051 -0.2487 -3.1815 0.205
H -5.7066 -0.9505 -1.7987 0.215
H -3.9917 -0.8295 -1.5963 0.231
H -7.1336 0.8569 -1.3185 0.217
H -6.5647 1.5426 -2.8841 0.200
H -6.4962 2.4858 -1.3591 0.220
H -4.3272 3.1431 -4.3831 0.211
H -4.9751 3.8496 -2.9163 0.232
H -3.4093 4.3708 -3.6704 0.218
H -2.2295 2.1004 -4.5377 0.222
H -1.3697 2.7395 -3.1850 0.235
H -1.7899 1.0119 -3.2083 0.235
H -6.2434 3.8156 0.3081 0.202
H -5.6498 2.2422 0.7420 0.215
H -5.0165 3.6413 1.5419 0.220
H -3.6750 5.1437 0.4065 0.230
H -3.2381 4.9563 -1.2891 0.207
H -2.3711 4.1455 -0.0219 0.214

***

Record 2
56
Properties=species:S:1:pos:R:3:nbo_charge:R:1 method="wB97M-V/def2-TZVPD" total_charge=-1 s2=8.753 homo_energy_ha="-0.1117 / -0.1135" gap_ev="5.57 / 5.61" spin_multiplicity=6
Mn 3.0247 19.3811 13.1956 1.371
C 3.7469 23.4259 11.4155 -0.621
C 3.7186 21.9573 11.0141 -0.034
O 2.8740 21.0882 11.6792 -0.927
H 4.3839 24.0916 10.8243 0.175
H 4.2267 23.4936 12.4062 0.158
H 2.7498 23.8573 11.5168 0.201
H 4.7733 21.6520 10.8705 0.073
H 3.2441 22.0065 10.0147 0.116
C -0.1544 19.8658 15.9916 -0.634
C 0.4634 20.8854 15.0454 -0.016
O 1.1618 20.3589 13.9760 -0.950
H -0.8357 20.4145 16.6521 0.181
H 0.5745 19.2589 16.5294 0.168
H -0.7704 19.1580 15.4304 0.207
H 1.2098 21.5200 15.5817 0.068
H -0.2123 21.6913 14.7123 0.131
B 1.8248 17.8639 11.8521 -0.795
H 1.6857 17.0286 11.0686 -0.007
H 2.3029 18.8101 11.4672 -0.010
H 0.7331 18.1209 12.1068 0.029
H 2.4235 17.4719 12.7265 -0.070
C 4.6045 21.3481 16.5896 -0.621
C 4.6383 20.1401 15.6274 -0.074
C 3.5390 19.1727 16.0832 -0.078
O 3.1792 18.2750 15.0120 -0.575
C 2.4537 17.1509 15.4656 -0.240
N 4.2828 20.8504 14.3448 -0.855
H 4.9652 20.9613 17.5622 0.188
H 3.5618 21.6436 16.6275 0.231
H 5.4193 22.0496 16.4216 0.217
H 5.6078 19.6582 15.5040 0.191
H 2.5994 19.7052 16.2607 0.217
H 3.8560 18.6602 16.9947 0.180
H 2.9078 16.7237 16.3721 0.149
H 2.6105 16.3523 14.7443 0.218
H 1.4261 17.3568 15.7625 0.201
H 3.5927 21.5705 14.5170 0.396
H 5.1573 21.2888 14.0853 0.375
C 5.7925 16.6639 13.3211 -0.614
C 6.1110 18.0509 12.7236 -0.068
C 7.1692 18.0880 11.6390 -0.082
O 7.5376 19.4651 11.4204 -0.546
C 8.2860 19.6303 10.2392 -0.245
N 4.8312 18.5926 12.1246 -0.830
H 5.1863 16.0880 12.6239 0.222
H 5.3179 16.8384 14.2855 0.223
H 6.6952 16.1028 13.5793 0.196
H 6.3885 18.6547 13.5877 0.191
H 7.0840 17.5203 10.7106 0.185
H 8.0780 17.6628 12.0940 0.159
H 9.2279 19.0745 10.3155 0.152
H 8.4968 20.6596 9.9588 0.198
H 7.7728 19.2024 9.3700 0.165
H 4.6909 17.9404 11.3547 0.377
H 5.2375 19.4051 11.6526 0.384

***

Record 3
70
Properties=species:S:1:pos:R:3:mulliken_charge:R:1 method="wB97M-V/def2-TZVPD" total_charge=+2 homo_energy_ha=-0.5256 gap_ev=7.66 spin_multiplicity=1
Hf 0.1733 -0.1826 0.1049 1.567
Br 2.1325 1.1435 1.5289 -0.522
O 1.2340 -0.1666 -1.6945 -0.513
H 1.8323 0.1900 -2.3521 0.104
O -1.7568 0.6709 -3.8808 -0.616
S -2.3412 0.4367 -2.6179 0.906
O -1.4811 0.2629 -1.4616 -0.771
O -3.3413 1.5759 -2.2106 -0.176
C -4.0124 2.2775 -3.3055 -0.322
C -5.3354 2.8467 -2.7960 -1.220
C -3.4772 -0.9317 -2.7362 -1.099
H -4.1901 1.5749 -4.1167 0.682
H -3.4128 3.1109 -3.6677 0.210
H -6.1120 2.6340 -3.5266 0.356
H -5.3497 3.9079 -2.5625 0.335
H -5.5771 2.3375 -1.8599 0.294
H -4.3357 -0.5926 -3.3058 0.390
H -3.7840 -1.2018 -1.7265 0.362
H -2.9341 -1.7787 -3.1487 0.434
C 1.7667 -5.0766 0.6144 -0.736
O 2.6803 -4.0989 1.1036 -0.194
P 2.9567 -2.8339 0.2230 -0.325
O 1.8932 -1.7965 0.2811 1.761
O 4.2980 -2.3761 0.8374 -0.260
C 4.9425 -1.1399 0.4953 -0.559
O 3.2957 -3.4322 -1.1868 -0.256
C 2.6809 -2.9582 -2.4056 -0.395
H 2.3298 -5.8369 0.0760 0.301
H 1.0102 -4.7262 -0.0993 0.265
H 1.1759 -5.5153 1.4149 0.261
H 5.3671 -0.6456 1.3603 0.248
H 4.2558 -0.4633 -0.0173 0.139
H 5.7232 -1.3693 -0.2301 0.282
H 2.5734 -3.7570 -3.1330 0.326
H 3.3450 -2.1861 -2.7894 0.252
H 1.6946 -2.5386 -2.2212 0.050
C 1.8306 -3.5979 4.5883 -0.758
O 1.5167 -2.6660 3.5265 -0.111
P 0.1085 -2.0746 3.3326 -0.119
O 0.1268 -1.1774 2.1446 0.280
O -0.8231 -3.3265 3.2103 -0.229
C -2.2447 -3.1561 3.4310 -0.770
O -0.3456 -1.4356 4.6763 -0.232
C -0.0266 -0.0723 5.0042 -0.667
H 1.9988 -4.5435 4.0768 0.232
H 1.0311 -3.6989 5.3187 0.368
H 2.7512 -3.3384 5.1020 0.273
H -2.5543 -2.1285 3.6132 0.358
H -2.5262 -3.7677 4.2842 0.297
H -2.7780 -3.5335 2.5604 0.279
H 0.8368 0.3265 4.4698 0.295
H 0.1647 -0.0496 6.0739 0.294
H -0.8407 0.6340 4.8359 0.281
C 0.5776 3.0409 -3.2822 -0.247
O 0.0377 3.8529 -2.2194 -0.303
P 0.1481 3.5006 -0.7051 -0.136
O -0.0747 2.0584 -0.4313 0.788
O 1.5663 3.9606 -0.2591 -0.178
C 1.9704 5.3317 -0.3036 -0.782
O -0.7701 4.4792 0.0753 -0.328
C -2.2010 4.5317 -0.1143 -0.419
H -0.1851 2.9590 -4.0514 0.218
H 0.8867 2.0585 -2.9390 -0.097
H 1.4099 3.5851 -3.7246 0.325
H 2.8100 5.5203 0.3590 0.274
H 1.1964 5.9896 0.1008 0.321
H 2.1778 5.6611 -1.3199 0.283
H -2.4067 5.5740 -0.3406 0.347
H -2.7056 4.2649 0.8119 0.295
H -2.5836 3.8724 -0.8927 0.007

***

Record 4
55
Properties=species:S:1:pos:R:3:nbo_charge:R:1 method="wB97M-V/def2-TZVPD" total_charge=+1 s2=0.751 homo_energy_ha="-0.1727 / -0.3925" gap_ev="2.46 / 8.35" e_above_lowest_kcal_mol=10.23 spin_multiplicity=2
Br -0.7515 -1.1306 -0.6058 -0.996
C -2.4835 -0.4758 3.0911 -0.645
C -3.7604 0.1336 2.5438 -0.045
C -3.9493 1.6710 2.6115 -0.083
O -3.2694 2.4388 1.6106 -0.561
C -3.4118 3.8637 1.7448 -0.255
N -3.8926 -0.3869 1.0596 -0.715
H -4.7746 -0.0675 0.6852 0.423
H -3.1217 -0.1310 0.4593 0.472
H -3.8836 -1.3830 0.8933 0.442
H -2.5835 -1.5513 2.9454 0.228
H -2.4761 -0.4204 4.1797 0.235
H -1.6115 0.0291 2.6752 0.241
H -4.5310 -0.2377 3.2194 0.232
H -3.7615 2.0902 3.6000 0.208
H -5.0162 1.8168 2.4425 0.171
H -4.4533 4.1776 1.6759 0.179
H -2.9003 4.4250 0.9629 0.207
H -3.0634 4.1761 2.7293 0.178
C 3.1360 -3.7368 -4.2915 -0.676
C 2.2820 -4.1894 -3.1148 -0.065
C 3.0384 -5.0225 -2.0175 -0.079
O 2.1776 -5.1568 -0.8615 -0.566
C 2.3256 -6.3846 -0.1226 -0.247
N 1.7325 -2.9075 -2.3905 -0.821
H 2.4838 -2.3324 -2.0370 0.309
H 1.2362 -2.3439 -3.0659 0.408
H 1.1104 -3.0429 -1.6065 0.468
H 3.9247 -3.0579 -3.9672 0.224
H 2.6232 -3.2216 -5.1038 0.239
H 3.6465 -4.4953 -4.8847 0.248
H 1.4507 -4.7827 -3.4956 0.226
H 3.9637 -4.5236 -1.7295 0.186
H 3.2887 -6.0110 -2.4026 0.195
H 2.3142 -7.2768 -0.7486 0.171
H 1.5624 -6.4755 0.6503 0.211
H 3.3566 -6.3988 0.2310 0.176
C -0.7704 2.8113 -1.1635 -0.664
C 0.7605 2.9926 -0.7742 -0.110
C 0.9616 4.1854 0.1714 -0.083
O 2.2472 4.2824 0.7459 -0.567
C 2.4645 5.1341 1.8867 -0.259
N 1.3341 1.6958 -0.0886 -0.901
H 2.3427 1.7485 -0.0928 0.390
H 1.0076 1.6110 0.8634 0.406
H 0.9750 0.9064 -0.6062 0.401
H -0.8352 2.0118 -1.9015 0.248
H -1.1205 3.7156 -1.6614 0.227
H -1.5605 2.5872 -0.4468 0.239
H 1.4623 3.0911 -1.6025 0.224
H 0.2126 4.3529 0.9454 0.179
H 0.9049 5.0181 -0.5297 0.185
H 3.4932 5.2337 2.2332 0.213
H 1.9440 4.7676 2.7715 0.172
H 2.2183 6.1765 1.6845 0.179